ORCA calculation (ωB97M-V with the def2-TZVPD basis set) on a molecular structure, C20H60AsCsF6N4O10.

Geometry (Å):
Cs (0.56362, 5.39501, 0.65474)
As (0.46386, 1.39423, 0.35390)
F (-1.00940, 1.69301, 1.22444)
F (-0.38371, 0.34965, -0.74363)
F (1.91407, 1.16581, -0.52578)
F (1.31022, 2.44627, 1.46822)
F (0.75921, 0.04081, 1.34603)
F (0.06704, 2.77249, -0.68686)
C (1.92873, -1.78536, -3.15231)
O (3.07262, -2.28850, -2.48745)
H (2.15888, -1.52347, -4.19374)
H (1.12691, -2.52037, -3.14471)
H (1.57623, -0.85181, -2.69132)
H (3.85088, -1.91602, -2.92509)
C (1.95513, 1.06280, 4.55533)
O (2.09103, -0.20132, 5.19452)
H (1.14998, 1.01304, 3.82085)
H (1.72323, 1.81847, 5.30501)
H (2.89212, 1.31281, 4.05412)
H (2.81389, -0.70636, 4.81970)
C (5.24437, 0.62408, -2.69536)
O (4.96569, -0.48573, -3.55084)
H (4.59454, 0.61269, -1.82376)
H (6.26157, 0.56834, -2.29427)
H (5.13128, 1.54275, -3.27444)
H (5.78254, -0.84926, -3.89950)
C (-3.01345, 4.44837, 2.58682)
O (-1.89460, 4.98762, 2.56632)
N (-3.21295, 3.16272, 2.22437)
N (-4.11403, 5.14981, 3.00789)
H (-4.08826, 2.67625, 2.26653)
H (-2.39337, 2.63946, 1.94633)
H (-3.95372, 6.05048, 3.41463)
H (-5.02647, 4.74055, 2.95402)
C (-2.92013, -2.02874, -2.81927)
O (-2.39096, -3.12073, -2.68430)
N (-2.26322, -0.85535, -2.58244)
N (-4.26091, -1.90723, -3.10994)
H (-1.33480, -0.87994, -2.19700)
H (-2.74908, 0.02040, -2.60080)
H (-4.74486, -2.71928, -3.44556)
H (-4.71431, -1.03016, -3.29058)
C (-0.50653, -1.87667, 4.13280)
C (-1.52901, -2.72754, 3.39939)
C (-1.26922, -4.21396, 3.52835)
O (-2.83983, -2.41018, 3.91117)
H (0.48796, -2.30328, 4.00604)
H (-0.74268, -1.86390, 5.19809)
H (-0.50726, -0.86403, 3.73593)
H (-1.49490, -2.43043, 2.34401)
H (-1.84785, -4.81553, 2.82503)
H (-1.47142, -4.56489, 4.54061)
H (-0.21038, -4.39093, 3.30903)
H (-3.42655, -2.67561, 3.18475)
C (4.72788, 3.37757, 1.94597)
C (4.58388, 2.85125, 0.51654)
C (5.28425, 3.76576, -0.46931)
O (5.09259, 1.53178, 0.44973)
H (5.76129, 3.32692, 2.28485)
H (4.04176, 2.84840, 2.60922)
H (4.40685, 4.42596, 2.02871)
H (3.51884, 2.83341, 0.28303)
H (6.33454, 3.96161, -0.22619)
H (4.80930, 4.74453, -0.57299)
H (5.28309, 3.32155, -1.47119)
H (6.02316, 1.56895, 0.20948)
C (0.33874, -2.91865, -0.15096)
C (0.71646, -4.25509, 0.43355)
C (1.30887, -5.14728, -0.65026)
O (1.67956, -4.02918, 1.46716)
H (-0.26633, -2.32290, 0.53512)
H (-0.25929, -3.00576, -1.06374)
H (1.21127, -2.32839, -0.43759)
H (-0.18786, -4.72712, 0.83665)
H (1.74893, -6.08108, -0.28313)
H (2.08655, -4.61193, -1.19911)
H (0.52927, -5.45664, -1.35385)
H (1.89467, -4.89941, 1.81826)
C (-5.57513, -0.90226, 2.43570)
C (-4.93369, -1.49784, 1.19497)
C (-3.84880, -0.60284, 0.62099)
O (-4.37842, -2.76553, 1.57954)
H (-4.82701, -0.72834, 3.21351)
H (-6.34229, -1.55744, 2.84327)
H (-6.00740, 0.06769, 2.17366)
H (-5.73800, -1.67935, 0.47138)
H (-3.25277, -1.14614, -0.10970)
H (-3.23148, -0.25619, 1.45512)
H (-4.23847, 0.30504, 0.15014)
H (-4.18828, -3.27002, 0.78189)
C (-0.08658, 1.49209, -4.34144)
C (-0.84602, 2.68192, -4.88765)
C (-0.47916, 3.01385, -6.33255)
O (-2.24829, 2.45499, -4.91067)
H (-0.63780, 1.18786, -3.44455)
H (0.93944, 1.75175, -4.08411)
H (-0.08531, 0.57670, -4.93661)
H (-0.57743, 3.60287, -4.35207)
H (0.58827, 3.24200, -6.41987)
H (-0.97192, 3.91619, -6.69767)
H (-0.69875, 2.16601, -6.98212)
H (-2.57473, 2.29137, -4.02110)

LUMO level ... -0.9 eV
Orbital gap ... 8.0 eV
Relative energy (zero: lowest compared OMol25 entry of this formula, charge and spin) ... 0.000 eV

Atomic partial charges in e from the Löwdin method, atoms 1 to 4: number 1, Cs, carries 1.005; number 2, As, carries 0.709; number 3, F, carries -0.253; number 4, F, carries -0.242

***

ORCA calculation (ωB97M-V with the def2-TZVPD basis set) on a molecular structure, C34H42F24N2O4S.

Geometry (Å):
C (-0.22684, 0.14910, 2.41452)
O (-1.54106, 0.12453, 2.92787)
C (-2.21578, -1.10676, 2.79536)
C (-3.68915, -0.86413, 2.48812)
C (-4.39326, -2.19888, 2.28399)
C (-5.90209, -2.07414, 2.17423)
C (-6.44688, -1.34654, 0.91728)
C (-5.60290, -1.44726, -0.37059)
C (-4.90440, -0.12227, -0.74600)
C (-3.48286, -0.29185, -1.26196)
C (-2.83339, 1.05471, -1.60115)
C (-1.93786, 1.55477, -0.47138)
C (-1.30435, 2.91151, -0.75215)
C (-2.25444, 4.12563, -0.71531)
C (-3.21169, 4.16550, 0.44756)
C (-2.96796, 5.11138, 1.49321)
C (-3.75251, 5.20579, 2.60792)
C (-4.85626, 4.32203, 2.72748)
N (-5.72377, 4.24239, 3.74898)
S (-6.76999, 3.09924, 3.38376)
N (-6.21612, 2.63160, 1.93997)
C (-5.14644, 3.39711, 1.70268)
C (-4.30037, 3.34518, 0.56083)
H (-0.14060, 1.00386, 1.74726)
H (0.04042, -0.75315, 1.86861)
H (0.51562, 0.28311, 3.20192)
H (-2.15573, -1.70366, 3.71165)
H (-1.81462, -1.70377, 1.97370)
H (-4.14303, -0.30324, 3.30248)
H (-3.70457, -0.24357, 1.59655)
H (-4.18366, -2.79465, 3.17598)
H (-3.94016, -2.74526, 1.45951)
H (-6.21282, -1.49198, 3.04220)
H (-6.39976, -3.03305, 2.28456)
H (-7.41132, -1.79924, 0.69419)
H (-6.67218, -0.31311, 1.15973)
H (-6.30348, -1.66636, -1.17329)
H (-4.90149, -2.27535, -0.35391)
H (-4.86726, 0.48998, 0.15515)
H (-5.52548, 0.41722, -1.45716)
H (-3.53488, -0.87013, -2.18598)
H (-2.87195, -0.85533, -0.55942)
H (-3.59955, 1.77431, -1.87885)
H (-2.18757, 0.90970, -2.46636)
H (-2.43812, 1.52320, 0.49458)
H (-1.12460, 0.83133, -0.40321)
H (-0.88845, 2.85531, -1.75466)
H (-0.47966, 3.05506, -0.05937)
H (-1.62584, 5.00715, -0.61150)
H (-2.77874, 4.25238, -1.65919)
H (-2.13042, 5.79104, 1.41966)
H (-3.56217, 5.90770, 3.40342)
H (-4.53027, 2.63838, -0.21931)
C (1.50747, -6.01027, 0.84026)
C (2.32721, -4.70964, 0.79338)
C (1.72544, -3.47373, 1.45977)
F (0.57987, -3.10673, 0.85537)
F (2.59644, -2.43971, 1.35069)
F (2.67080, -4.42773, -0.47974)
F (3.48564, -4.95845, 1.47539)
O (0.76037, -6.34643, -0.31313)
C (-0.53048, -5.90471, -0.48546)
C (-0.66186, -5.03177, -1.73562)
F (0.12384, -3.94201, -1.63256)
F (-1.94441, -4.62228, -1.84996)
F (-1.00424, -5.27953, 0.60842)
F (-1.30195, -6.99420, -0.68499)
H (2.25014, -6.80344, 0.91241)
H (0.90597, -6.07628, 1.74702)
H (1.53310, -3.65070, 2.52183)
H (-0.37728, -5.59772, -2.62471)
C (1.95869, 6.11366, -3.30021)
C (1.45625, 4.76218, -2.76474)
C (2.49914, 3.67309, -2.50493)
F (3.12268, 3.31170, -3.64274)
F (1.87376, 2.57988, -2.00684)
F (0.47892, 4.28914, -3.56727)
F (0.89263, 5.02272, -1.54993)
O (1.83400, 6.34966, -4.69059)
C (2.81975, 5.98378, -5.57372)
C (2.30184, 4.97290, -6.59915)
F (1.87978, 3.85191, -5.98289)
F (3.30863, 4.64419, -7.43872)
F (3.92433, 5.53727, -4.94876)
F (3.17303, 7.09218, -6.26099)
H (1.29668, 6.85230, -2.85104)
H (2.96020, 6.34485, -2.93708)
H (3.24037, 4.01346, -1.77636)
H (1.47594, 5.40236, -7.16953)
C (6.13938, -2.89076, 0.78517)
C (7.13304, -3.71245, -0.05199)
C (7.80218, -4.91236, 0.62052)
F (8.56417, -4.52984, 1.66420)
F (8.60725, -5.52543, -0.27926)
F (8.07145, -2.89801, -0.58112)
F (6.41634, -4.23087, -1.08944)
O (6.60852, -1.67951, 1.35507)
C (7.20452, -1.64707, 2.58930)
C (8.63992, -1.12317, 2.50478)
F (9.39055, -1.92358, 1.72465)
F (9.17802, -1.11298, 3.74565)
F (7.14526, -2.83503, 3.21915)
F (6.51300, -0.76399, 3.34561)
H (5.37951, -2.56472, 0.07663)
H (5.61625, -3.50703, 1.51538)
H (7.05174, -5.63035, 0.96342)
H (8.64894, -0.11124, 2.09524)

LUMO level ... -0.3 eV
Orbital gap ... 8.4 eV

Atomic partial charges in e from the Löwdin method, atoms 1 to 4: number 1, C, carries -0.098; number 2, O, carries -0.167; number 3, C, carries -0.241; number 4, C, carries -0.167

***

ORCA calculation (ωB97M-V with the def2-TZVPD basis set) on a molecular structure, C36H48N6O10S2Y.

Geometry (Å):
Y (0.32482, 0.49031, 0.83791)
C (-5.33558, -3.76680, 1.51489)
O (-5.83938, -2.53994, 0.99694)
C (-4.99231, -1.49373, 0.92610)
C (-5.59209, -0.24699, 0.63660)
C (-4.79608, 0.85312, 0.54454)
C (-3.38473, 0.79286, 0.70354)
C (-2.58136, 1.97870, 0.67569)
C (-3.12999, 3.33658, 0.34566)
O (-1.35085, 1.96719, 0.92661)
C (-2.79050, -0.48084, 0.95066)
O (-1.51005, -0.65434, 1.02904)
C (-3.62804, -1.60780, 1.08361)
H (-6.19757, -4.40115, 1.69358)
H (-4.80522, -3.60436, 2.45381)
H (-4.66876, -4.24132, 0.79102)
H (-6.66525, -0.19195, 0.52431)
H (-5.27074, 1.80490, 0.35569)
H (-4.17114, 3.36146, 0.04751)
H (-2.51754, 3.74527, -0.45963)
H (-2.98809, 3.98262, 1.21371)
H (-3.14915, -2.55990, 1.25461)
C (-0.76001, -2.61987, 3.81026)
N (0.68573, -2.60148, 3.58122)
C (1.21638, -3.81903, 2.97193)
C (1.36373, -1.43897, 3.57815)
S (0.52464, 0.06258, 3.52390)
N (2.69716, -1.47380, 3.68277)
C (3.53829, -0.30453, 3.41981)
C (3.41696, -2.56050, 4.35020)
H (-1.03372, -3.64134, 4.07155)
H (-1.29891, -2.30005, 2.91692)
H (-1.02789, -1.96242, 4.63200)
H (0.46970, -4.19472, 2.27130)
H (1.41490, -4.60259, 3.70364)
H (2.12444, -3.60251, 2.41667)
H (3.00889, 0.44015, 2.83416)
H (4.42277, -0.63533, 2.87648)
H (3.84093, 0.14905, 4.36507)
H (2.73173, -3.17048, 4.93030)
H (4.13270, -2.10899, 5.03637)
H (3.96671, -3.18611, 3.64703)
C (2.69195, 1.93169, -3.54362)
N (3.46134, 1.52055, -2.37280)
C (3.98188, 2.63663, -1.60059)
C (3.37280, 0.26840, -1.86174)
S (3.26575, -0.01859, -0.18362)
N (3.40816, -0.74115, -2.75356)
C (3.13900, -2.11921, -2.36766)
C (4.07154, -0.62754, -4.05333)
H (1.87884, 2.58180, -3.21006)
H (2.25557, 1.07731, -4.04814)
H (3.31872, 2.47725, -4.25099)
H (4.77105, 3.12844, -2.17263)
H (4.38128, 2.28444, -0.65507)
H (3.19380, 3.36799, -1.40939)
H (2.50102, -2.13892, -1.49378)
H (4.07268, -2.63535, -2.13241)
H (2.65672, -2.62617, -3.20443)
H (4.64526, 0.29202, -4.10623)
H (3.35826, -0.65669, -4.87799)
H (4.75252, -1.47193, -4.16117)
O (1.48318, 2.28381, 1.38096)
C (1.24780, 2.85702, 0.27415)
O (0.77974, 2.22231, -0.71239)
C (1.46508, 4.32675, 0.15452)
C (0.89964, 5.00206, -0.91681)
C (1.10131, 6.36215, -1.01335)
C (1.84948, 7.07804, -0.10340)
C (2.39527, 6.36249, 0.94274)
C (2.21742, 5.00487, 1.10420)
N (3.21188, 7.09886, 1.94164)
O (3.32058, 8.29370, 1.79358)
O (3.71190, 6.44862, 2.83123)
N (0.48823, 7.09018, -2.15286)
O (0.71255, 8.27401, -2.23973)
O (-0.19471, 6.44369, -2.91752)
H (0.31509, 4.47794, -1.65841)
H (1.99951, 8.14242, -0.20201)
H (2.64677, 4.48566, 1.94888)
C (-4.99067, -2.76118, -3.04600)
C (-3.62106, -2.78903, -2.43251)
C (-2.75168, -1.70986, -2.58880)
C (-1.52079, -1.67182, -1.96435)
C (-0.62401, -0.49270, -2.24086)
C (-1.14749, -2.75499, -1.13995)
C (0.02531, -2.71394, -0.28827)
O (0.69875, -1.72476, -0.00940)
C (-1.97908, -3.88574, -1.02823)
C (-1.63227, -5.09194, -0.18270)
C (-3.20254, -3.87905, -1.68070)
H (-4.99420, -2.22888, -3.99636)
H (-5.67759, -2.24031, -2.37367)
H (-5.37837, -3.76606, -3.20551)
H (-3.04546, -0.87798, -3.21952)
H (-0.93955, 0.00796, -3.15503)
H (0.42442, -0.77613, -2.34076)
H (-0.67229, 0.26875, -1.46306)
H (0.32095, -3.66285, 0.17238)
H (-0.64593, -5.49964, -0.40630)
H (-2.35759, -5.88307, -0.36203)
H (-1.66256, -4.86095, 0.88587)
H (-3.85063, -4.74428, -1.59656)

LUMO level ... -3.1 eV
Orbital gap ... 7.4 eV
Charge ... +1
Relative energy (zero: lowest compared OMol25 entry of this formula, charge and spin) ... 0.000 eV

Atomic partial charges in e from the Löwdin method, atoms 1 to 4: number 1, Y, carries 1.347; number 2, C, carries -0.051; number 3, O, carries -0.057; number 4, C, carries -0.270